Entry from the OMol25 dataset: a structure of composition C31H44BrN3P2Pt (wB97M-V/def2-TZVPD).

```
82
Properties=species:S:1:pos:R:3:mulliken_charge:R:1
N 3.54459 -6.27297 1.55679 -0.520
C 2.32486 -6.27955 2.04768 -0.522
C 1.20253 -6.04740 1.26859 -0.449
C 1.36511 -5.62430 -0.06667 0.600
C 2.69125 -5.63125 -0.58917 -0.322
C 3.73747 -5.95991 0.27926 -0.427
C 0.24611 -5.09501 -0.84838 -0.348
Pt -0.51872 0.97358 -2.60735 0.811
P -1.33091 4.25244 0.53127 0.391
C 0.30553 -4.59592 -2.15264 -0.549
C -0.56474 -3.54888 -2.61751 -0.146
C -0.37961 -2.91277 -3.89234 -0.725
C -0.61102 -1.56532 -3.99728 -0.395
C -1.07074 -0.91921 -2.83762 -0.371
C -1.66460 -1.60249 -1.77041 -0.010
C -1.52598 -2.97253 -1.74042 -0.583
Br -0.82868 3.38263 -2.97136 -0.477
H -0.74933 -5.13573 -0.35354 0.525
H 1.08317 -4.89179 -2.88444 0.481
H 0.22173 -6.22102 1.69668 0.617
H 2.86574 -5.44549 -1.65253 0.310
H 2.21729 -6.51348 3.09169 0.463
H 4.75768 -5.99032 -0.08091 0.398
H -0.09632 -3.44178 -4.78663 0.508
H -2.10623 -3.57659 -1.05294 0.869
H -0.42790 -0.98451 -4.89519 0.494
H -2.22689 -1.06662 -1.02729 0.496
P 1.43257 0.60679 -1.08692 0.140
C -2.91557 3.28672 0.47528 -0.005
C -4.18937 4.07538 0.26016 -1.599
H -2.95593 2.72265 1.42473 0.482
H -2.74978 2.55619 -0.34931 0.175
H -4.96592 3.55969 0.83615 0.354
H -4.11277 5.10495 0.63417 0.416
H -4.46605 4.08901 -0.80416 0.402
C -1.19134 5.89490 -0.26495 -0.444
C -2.46962 6.64972 -0.53967 -1.325
H -0.67610 5.67113 -1.21716 0.412
H -0.50012 6.47006 0.37394 0.509
H -2.25876 7.28468 -1.40423 0.379
H -3.32183 6.02536 -0.82058 0.307
H -2.74902 7.24954 0.33750 0.305
C -0.76862 4.34996 2.24435 -0.137
C -1.74685 5.19979 3.02626 -1.217
H 0.25635 4.75625 2.28557 0.436
H -0.70162 3.32925 2.66495 -0.039
H -1.38965 5.29640 4.05719 0.389
H -1.81846 6.20300 2.59784 0.323
H -2.74498 4.76773 3.01068 0.334
C 1.68890 1.12463 0.72481 0.330
C 1.99066 2.60730 0.90603 -1.630
H 2.42033 0.47919 1.24522 0.628
H 0.71207 0.88554 1.20589 -0.501
H 3.04647 2.82740 0.68788 0.402
H 1.32191 3.21965 0.28603 0.277
H 1.79273 2.88145 1.95185 0.507
C 2.76231 1.36172 -2.10112 -0.623
C 2.15092 1.59281 -3.48546 -0.839
H 3.61537 0.65433 -2.13856 0.520
H 3.11968 2.27222 -1.59432 0.480
H 2.39190 2.58209 -3.88822 0.308
H 2.37095 0.77185 -4.18644 0.225
H 1.02748 1.71490 -3.43374 0.027
C 1.93060 -1.18241 -1.26460 1.063
C 2.40829 -1.77559 0.06458 -0.571
H 2.73304 -1.23214 -2.02281 0.620
H 1.05144 -1.69893 -1.70001 -1.205
H 2.41710 -2.87481 0.00514 -0.112
H 3.42813 -1.40914 0.30424 0.395
H 1.70730 -1.50446 0.87888 -0.088
N 0.61233 -4.83350 4.01785 -0.481
C 0.14217 -3.90605 3.48023 -0.163
C -0.50177 -2.74650 2.91261 0.666
C -0.13648 -1.46176 3.34213 -0.395
C -0.91193 -0.37557 2.88755 -0.388
N -2.01870 -0.52982 2.16489 -0.463
C -2.30987 -1.73501 1.67772 -1.078
C -1.55796 -2.88058 1.99969 0.186
H 0.72307 -1.28731 3.99076 0.471
H -0.62631 0.64559 3.12466 0.469
H -3.18016 -1.80365 1.02402 0.632
H -1.77993 -3.84643 1.54347 0.615
```

F_max, Eh/bohr: 0.0564
M, g mol⁻¹: 795.64
ΔE to the lowest compared entry with this formula, charge and spin, kcal per mole: 76.9
⟨S²⟩: 2.083
Total charge: +2
Multiplicity: 3
Gap between HOMO and LUMO (spin up / spin down), eV: 6.17 / 5.82